Record 1
12
Properties=species:S:1:pos:R:3 method="wB97M-V/def2-TZVPD" total_energy_ev=-6196.036 orbital_gap_ha=0.39029 lumo_energy_ev=-3.728 de_lowest_kcal_mol=34.0 total_charge=+1
C -1.540 -0.266 0.051
C 1.463 -0.557 -0.029
C -2.563 0.502 0.005
N -0.470 -0.897 0.059
N 1.744 0.719 0.059
H 1.498 -1.012 -1.009
H 1.692 -1.180 0.828
H -3.109 0.810 0.881
H -2.962 0.829 -0.943
H -0.512 -1.913 0.011
H 1.881 1.165 0.956
H 1.642 1.340 -0.734

***

Record 2
73
Properties=species:S:1:pos:R:3 method="wB97M-V/def2-TZVPD" total_energy_ev=-157548.773 s_squared=6.33 spin_multiplicity=5 orbital_gap_ha="0.13409 / 0.23597" lumo_energy_ev="2.207 / 2.197" total_charge=-1
Fe 0.997 0.081 0.744
C 0.812 -2.848 -2.555
C 0.902 -2.457 -1.098
O 0.308 -1.471 -0.675
N 1.626 -3.269 -0.305
C 1.884 -2.969 1.113
C 3.019 -2.005 1.322
C 4.321 -2.450 1.362
C 5.383 -1.561 1.558
C 5.035 -0.208 1.742
C 3.726 0.182 1.684
N 2.675 -0.677 1.454
H 0.555 -1.960 -3.128
H 0.034 -3.603 -2.686
H 1.750 -3.260 -2.926
H 2.232 -3.933 -0.756
H 2.086 -3.924 1.599
H 0.963 -2.565 1.536
H 4.502 -3.518 1.274
H 6.409 -1.900 1.601
H 5.789 0.544 1.939
H 3.456 1.223 1.802
C -5.581 -1.579 1.086
C -4.555 -1.035 0.129
C -3.659 -1.880 -0.520
C -2.690 -1.373 -1.371
C -2.628 -0.007 -1.595
C -3.505 0.856 -0.957
C -4.462 0.335 -0.101
S -1.326 0.719 -2.599
C -1.945 0.111 -4.192
O -1.578 2.182 -2.617
H -5.494 -2.660 1.184
H -6.593 -1.348 0.749
H -5.456 -1.140 2.078
H -3.694 -2.946 -0.324
H -1.964 -2.036 -1.824
H -3.401 1.921 -1.122
H -5.135 1.010 0.417
H -2.920 0.558 -4.379
H -2.014 -0.977 -4.178
H -1.229 0.431 -4.947
C 0.280 5.537 -1.272
C -0.420 4.682 -0.396
C 0.013 3.410 -0.130
C 1.212 2.912 -0.739
C 1.698 1.585 -0.471
C 2.829 1.210 -1.182
C 3.498 2.047 -2.097
C 3.046 3.316 -2.317
C 1.891 3.776 -1.643
C 1.410 5.089 -1.886
H -0.094 6.536 -1.463
H -1.334 5.035 0.068
H -1.116 1.618 0.278
H 3.259 0.224 -1.017
H 4.384 1.685 -2.609
H 3.554 3.986 -3.003
H 1.957 5.720 -2.578
Br 0.247 -1.898 6.132
C -0.502 -1.507 4.416
C -1.764 -2.035 4.101
C -2.237 -1.678 2.814
C -1.486 -0.891 1.988
N -0.230 -0.412 2.294
C 0.222 -0.737 3.556
H -2.321 -2.648 4.792
H -3.208 -2.015 2.469
H -1.864 -0.613 1.010
H 1.206 -0.372 3.822
C -0.803 2.541 0.780
H -1.708 3.065 1.094
H -0.256 2.237 1.673